Entry 1:
{"formula": "C15H18F5N4O4SSbSe4Tc", "method": "ωB97M-V/def2-TZVPD", "species": ["Tc", "N", "C", "C", "O", "N", "C", "C", "O", "O", "H", "H", "H", "H", "H", "H", "Se", "Sb", "Se", "Se", "Se", "F", "C", "C", "F", "C", "F", "C", "O", "C", "F", "C", "F", "C", "N", "C", "C", "S", "N", "C", "C", "H", "H", "H", "H", "H", "H", "H", "H", "H", "H", "H", "H"], "coordinates": [[0.010, -0.494, 0.602], [0.388, -2.470, 1.370], [0.784, -3.323, 0.216], [0.345, -2.744, -1.126], [0.205, -3.418, -2.117], [0.203, -1.370, -1.094], [-0.157, -0.699, -2.329], [-0.648, 0.678, -1.984], [-1.283, 1.419, -2.742], [-0.453, 1.113, -0.767], [1.085, -2.539, 2.107], [-0.481, -2.831, 1.761], [0.396, -4.338, 0.305], [1.873, -3.381, 0.185], [-0.948, -1.229, -2.867], [0.686, -0.617, -3.025], [-0.807, 4.660, -0.952], [-2.037, 2.714, -0.937], [-1.107, 0.925, 2.462], [-3.107, -0.118, 2.369], [-4.614, 1.385, 1.968], [-4.432, -5.120, -2.285], [-3.884, -4.118, -1.614], [-3.834, -2.847, -2.170], [-4.338, -2.629, -3.378], [-3.252, -1.807, -1.466], [-3.206, -0.589, -2.034], [-2.689, -1.987, -0.204], [-2.117, -0.971, 0.449], [-2.782, -3.267, 0.335], [-2.303, -3.496, 1.578], [-3.357, -4.324, -0.348], [-3.402, -5.527, 0.211], [1.757, 4.082, 1.878], [2.179, 2.688, 2.008], [2.264, 2.247, 3.400], [2.319, 1.854, 0.984], [2.102, 0.116, 1.282], [2.661, 2.284, -0.222], [3.322, 3.566, -0.470], [2.604, 1.439, -1.411], [0.948, 4.240, 2.590], [1.367, 4.268, 0.884], [2.569, 4.769, 2.109], [2.784, 3.027, 3.955], [2.820, 1.321, 3.483], [1.268, 2.122, 3.825], [3.771, 3.944, 0.443], [2.631, 4.299, -0.886], [4.115, 3.383, -1.193], [1.948, 0.592, -1.248], [3.604, 1.075, -1.653], [2.232, 2.045, -2.236]], "e_homo_ev": [-10.82, -10.82], "relative_energy_kcal_mol": 0.00, "energy_ev": -324536.3083, "homo_lumo_gap_ev": [5.593, 5.594], "total_charge": 1}

---

Entry 2:
{"formula": "C15H18FeNO5", "method": "ωB97M-V/def2-TZVPD", "species": ["O", "C", "Fe", "C", "O", "C", "O", "C", "C", "C", "C", "C", "C", "H", "H", "H", "H", "H", "H", "H", "C", "O", "C", "C", "C", "C", "C", "N", "O", "H", "H", "H", "H", "H", "H", "H", "H", "H", "H", "H"], "coordinates": [[3.030, -1.500, -1.956], [3.110, -0.704, -2.834], [3.216, 0.869, -3.651], [4.017, 1.317, -2.156], [4.021, 1.539, -1.001], [4.674, 0.705, -4.649], [5.753, 0.461, -4.997], [-0.631, 0.461, -0.478], [-0.455, -0.444, -1.720], [0.527, -0.035, -2.738], [0.974, 1.276, -2.893], [0.689, 2.184, -1.827], [-0.194, 1.844, -0.821], [0.172, 0.207, 0.228], [-0.213, -1.432, -1.309], [-1.392, -0.510, -2.297], [0.708, -0.712, -3.576], [0.873, 1.683, -3.916], [1.195, 3.158, -1.840], [-0.296, 2.585, -0.025], [0.632, 0.903, 4.480], [0.085, -0.185, 3.712], [-0.611, 0.257, 2.657], [-1.135, -0.824, 1.737], [-1.968, -1.946, 2.379], [-3.116, -2.211, 1.399], [-3.089, -1.092, 0.333], [-1.894, -0.137, 0.618], [-0.794, 1.431, 2.424], [1.057, 0.432, 5.365], [1.409, 1.419, 3.907], [-0.156, 1.612, 4.743], [-0.294, -1.346, 1.272], [-1.294, -2.820, 2.467], [-2.300, -1.700, 3.404], [-2.986, -3.185, 0.900], [-4.063, -2.254, 1.957], [-2.922, -1.479, -0.668], [-4.049, -0.547, 0.347], [-2.291, 0.719, 1.025]], "e_homo_ev": [-8.59, -11.19], "multiplicity": 5, "energy_ev": -61948.3820, "homo_lumo_gap_ev": [5.720, 6.471], "total_charge": 1}

---

Entry 3:
{"formula": "C15H18KN3O2S", "method": "ωB97M-V/def2-TZVPD", "species": ["K", "O", "C", "C", "C", "C", "C", "C", "C", "N", "C", "C", "N", "H", "H", "H", "H", "H", "H", "H", "O", "S", "C", "C", "C", "C", "H", "H", "H", "H", "H", "H", "H", "H", "C", "C", "N", "H", "H", "H"], "coordinates": [[-0.430, 0.236, 0.788], [0.407, -1.105, 2.194], [-0.471, -1.754, 2.831], [-0.641, -1.575, 4.234], [-1.431, -2.390, 4.995], [-2.138, -3.439, 4.412], [-2.108, -3.568, 3.044], [-1.351, -2.723, 2.226], [-1.478, -2.824, 0.794], [-1.097, -1.937, -0.110], [-1.472, -2.427, -1.321], [-2.102, -3.622, -1.172], [-2.105, -3.868, 0.174], [-0.078, -0.777, 4.700], [-1.504, -2.236, 6.063], [-2.715, -4.121, 5.024], [-2.713, -4.348, 2.597], [-1.256, -1.889, -2.225], [-2.536, -4.303, -1.876], [-2.507, -4.675, 0.618], [-1.393, 2.085, 0.030], [-1.428, 2.271, -1.429], [-2.230, 3.920, -1.715], [-1.136, 4.945, -1.959], [-0.027, 4.200, -2.692], [0.224, 2.948, -1.875], [-2.841, 4.124, -0.841], [-2.868, 3.801, -2.589], [-0.760, 5.322, -1.007], [-1.510, 5.790, -2.538], [0.875, 4.806, -2.785], [-0.366, 3.930, -3.695], [0.711, 3.164, -0.924], [0.788, 2.187, -2.405], [4.847, -0.019, -1.693], [3.473, 0.320, -1.468], [2.380, 0.608, -1.300], [4.908, -1.005, -2.150], [5.377, -0.030, -0.742], [5.297, 0.720, -2.356]], "e_homo_ev": -6.01, "relative_energy_kcal_mol": 17.05, "energy_ev": -51571.9228, "homo_lumo_gap_ev": 6.188}

---

Entry 4:
{"formula": "C15H18N2O2RuS", "method": "ωB97M-V/def2-TZVPD", "species": ["Ru", "N", "C", "O", "C", "C", "H", "H", "H", "H", "H", "H", "S", "C", "C", "C", "C", "C", "C", "C", "C", "C", "N", "H", "H", "H", "H", "H", "H", "C", "O", "C", "C", "H", "H", "H", "H", "H", "H"], "coordinates": [[0.441, -0.311, 0.874], [-0.279, 3.924, 1.141], [-0.466, 2.587, 1.129], [0.501, 1.829, 1.177], [-1.859, 2.063, 0.968], [-1.944, 1.202, -0.298], [0.653, 4.270, 1.295], [-1.055, 4.551, 1.247], [-2.583, 2.879, 0.957], [-2.071, 1.423, 1.828], [-1.510, 1.723, -1.155], [-3.008, 1.060, -0.532], [4.526, -1.385, -0.447], [4.494, 0.328, -0.481], [3.265, 0.835, -0.188], [2.277, -0.174, 0.077], [2.853, -1.421, -0.041], [2.055, -2.620, 0.160], [2.497, -3.923, -0.031], [1.608, -4.969, 0.146], [0.299, -4.690, 0.502], [-0.074, -3.367, 0.678], [0.775, -2.350, 0.519], [5.397, 0.871, -0.714], [3.061, 1.895, -0.144], [3.522, -4.107, -0.326], [1.938, -5.989, -0.001], [-0.432, -5.473, 0.653], [-1.073, -3.091, 0.978], [-3.144, -1.423, 0.825], [-1.871, -0.839, 0.986], [-1.273, -0.160, -0.156], [-1.371, -0.924, -1.461], [-3.140, -2.199, 0.052], [-3.902, -0.678, 0.559], [-3.422, -1.874, 1.777], [-2.353, -0.841, -1.949], [-1.149, -1.982, -1.326], [-0.620, -0.525, -2.142]], "e_homo_ev": -6.35, "relative_energy_kcal_mol": 0.00, "energy_ev": -36338.2115, "homo_lumo_gap_ev": 6.925}

---

Entry 5:
{"formula": "C15H18N2O2S", "method": "ωB97M-V/def2-TZVPD", "species": ["C", "C", "C", "H", "H", "O", "C", "C", "C", "C", "C", "C", "O", "C", "C", "H", "H", "H", "H", "H", "H", "C", "N", "C", "N", "C", "C", "S", "H", "H", "H", "H", "H", "H", "H", "H", "H", "H"], "coordinates": [[-4.254, -3.486, -0.821], [-3.872, -2.423, -0.142], [-2.448, -2.109, 0.203], [-1.764, -2.737, -0.383], [-2.282, -2.308, 1.274], [-2.234, -0.739, -0.071], [-1.020, -0.179, 0.232], [0.050, -0.905, 0.742], [1.268, -0.308, 1.016], [1.448, 1.045, 0.782], [0.386, 1.777, 0.275], [-0.851, 1.201, 0.002], [-1.771, 2.069, -0.499], [-3.152, 1.753, -0.529], [-3.896, 3.033, -0.884], [-3.706, 3.796, -0.133], [-4.963, 2.837, -0.933], [-3.556, 3.403, -1.847], [-3.351, 0.978, -1.278], [-3.477, 1.385, 0.451], [0.487, 2.834, 0.082], [2.789, 1.689, 1.016], [3.700, 1.440, -0.089], [4.452, 0.320, -0.114], [4.710, -0.436, 0.897], [5.571, -1.434, 0.568], [5.988, -1.462, -0.717], [5.272, -0.159, -1.610], [6.658, -2.142, -1.199], [5.862, -2.131, 1.333], [3.409, 1.798, -0.987], [2.683, 2.772, 1.122], [3.263, 1.277, 1.908], [2.081, -0.899, 1.407], [-0.058, -1.961, 0.926], [-4.588, -1.696, 0.215], [-5.291, -3.683, -1.032], [-3.545, -4.212, -1.186]], "e_homo_ev": -7.83, "relative_energy_kcal_mol": 62.83, "smiles": "C=CCOc1ccc(CNc2nccs2)cc1OCC", "energy_ev": -33756.1098, "homo_lumo_gap_ev": 8.571}

---

Entry 6:
{"formula": "C15H18N7O10P2Rb", "method": "ωB97M-V/def2-TZVPD", "species": ["Rb", "O", "C", "O", "C", "C", "C", "C", "C", "N", "C", "O", "O", "H", "H", "H", "H", "H", "N", "C", "C", "P", "O", "O", "O", "P", "O", "O", "O", "H", "H", "H", "H", "H", "H", "H", "H", "N", "C", "N", "C", "N", "C", "C", "N", "C", "C", "N", "H", "H", "H", "H", "H"], "coordinates": [[-0.383, 0.315, -0.211], [-2.365, -3.476, -1.921], [-1.391, -2.576, -1.698], [-1.532, -1.400, -1.896], [-0.132, -3.224, -1.184], [-0.018, -4.606, -1.127], [1.138, -5.147, -0.588], [2.126, -4.291, -0.138], [1.927, -2.923, -0.283], [0.819, -2.390, -0.777], [3.035, -1.963, 0.081], [3.509, -2.033, 1.334], [3.520, -1.223, -0.727], [-3.124, -2.969, -2.245], [-0.823, -5.233, -1.477], [1.258, -6.219, -0.510], [3.042, -4.660, 0.304], [2.802, -2.311, 1.935], [0.435, 1.021, 4.640], [-0.543, 0.737, 3.505], [-1.929, 0.618, 4.121], [0.026, -0.890, 2.830], [1.472, -0.396, 2.243], [0.308, -1.753, 4.004], [-0.894, -1.250, 1.716], [-0.371, 2.292, 2.463], [-1.810, 2.408, 1.729], [-0.216, 3.359, 3.491], [0.631, 2.026, 1.382], [0.193, 0.444, 5.445], [0.387, 2.034, 4.837], [1.381, 0.759, 4.351], [-1.950, -0.194, 4.853], [-2.643, 0.374, 3.337], [-2.242, 1.549, 4.602], [1.355, 0.422, 1.703], [-2.384, 3.031, 2.192], [2.722, 2.030, -3.633], [2.420, 1.058, -2.764], [1.134, 1.095, -2.483], [0.696, 2.144, -3.231], [1.624, 2.744, -3.947], [-0.711, 2.598, -3.262], [-1.123, 3.557, -4.188], [-2.374, 3.990, -4.241], [-3.216, 3.460, -3.359], [-2.810, 2.508, -2.438], [-1.557, 2.069, -2.383], [3.614, 2.269, -4.028], [3.137, 0.360, -2.364], [-0.411, 3.969, -4.891], [-4.245, 3.798, -3.381], [-3.513, 2.093, -1.725]], "e_homo_ev": -9.42, "relative_energy_kcal_mol": 4.64, "energy_ev": -65994.0047, "homo_lumo_gap_ev": 9.210}